Below is a 16-piece molecular cluster, C5H42NO20P2S overall in a non-equilibrium geometry, with properties calculated with wB97M-V/def2-TZVPD.

ORCA input file:
```
! wB97M-V def2-TZVPD RIJCOSX def2/J DEFGRID3
* xyz -1 1
O 10.5810 -1.5291 0.5835
O -5.8765 1.8593 1.8047
C -2.1000 2.8844 -0.6118
H -1.0316 3.3807 -3.0749
H 2.7618 -3.1093 -0.3595
H -6.5146 2.2407 -1.6473
C -2.7113 1.4119 -0.2311
H 10.8903 -0.7730 1.1046
H -3.1283 -0.8514 3.3750
H -4.2345 -3.5580 4.8914
O 10.1482 1.0882 1.5315
H -2.1903 -0.4524 0.9716
H 0.1375 -0.4939 -4.4175
O -3.5816 -0.5755 4.1858
O -4.6312 -3.1474 4.1085
H 11.3435 -2.1267 0.5629
C 0.7269 -2.2768 -1.4874
H -0.0049 0.3415 -5.6876
H 0.0903 -4.5635 -2.9126
O 3.8952 2.2557 -0.2775
O -0.2190 -5.3196 -3.4336
H -4.3696 -1.1385 4.2165
H -0.7401 0.7505 0.9407
H -0.9841 3.0584 -0.2818
H 1.6421 4.2432 -1.0278
O 3.3938 0.3293 1.5407
H -1.4562 -2.9743 2.8964
H -5.0660 2.7233 -1.6407
H 0.7410 1.7671 -0.6111
O 7.9878 0.0404 -0.7750
C 0.4488 -0.9062 -0.5715
O -1.8529 -2.5637 2.1135
H -0.8294 3.7417 2.1595
P 1.4740 0.6051 -1.1313
H -5.1488 -3.8613 3.7067
H -3.2681 0.9684 -1.1659
P 3.4242 0.7183 -0.1646
O -5.7283 2.2880 -1.0831
O -0.4122 0.1947 -4.8207
H 0.7565 5.4753 -0.8571
H 0.5435 -5.9172 -3.4543
O 0.5469 -2.2277 -2.9578
H 5.5724 0.1304 -0.8131
H -7.4980 2.4860 0.7476
H 8.3951 0.1872 -1.6419
H -1.1190 -0.1084 -1.7964
C -1.6057 0.3025 0.2554
H -5.9057 2.0976 0.8660
O 4.6570 -0.2135 -1.0370
H -2.3704 -3.2776 1.7117
H 2.4267 0.1613 1.7576
H -2.3030 3.6539 2.5499
H -2.4581 -3.7318 -0.6247
H 0.5877 -1.2132 0.5523
H -8.9715 2.3982 1.1380
H -3.4932 1.5153 0.6583
H -3.9067 -4.2143 -0.6313
O -3.1204 -4.1671 -0.0671
S -2.2836 3.0629 -2.4999
O 3.5482 -3.0620 0.2047
N -1.0240 -0.5495 -0.8551
O -8.3157 2.0093 0.5401
H 8.5375 -0.6482 -0.3717
H 4.2104 -2.6267 -0.3528
H 9.3618 1.0410 0.9673
O 0.7162 4.5276 -1.0551
H -6.5617 1.1801 1.8952
H -2.7629 3.7243 -0.0826
H 10.8104 1.5235 0.9740
O -1.6472 3.2650 1.9520
O 1.0696 -3.4545 -0.9514
*
```

Kohn-Sham gap in eV: 7.3
Calculated total energy in eV: -77719.395
LUMO energy in eV: 1.9

=====

Below is a 9-piece molecular cluster, C24H50Cl16N3O6P2 overall in a non-equilibrium geometry, with properties calculated with wB97M-V/def2-TZVPD.

ORCA input file:
```
! wB97M-V def2-TZVPD RIJCOSX def2/J DEFGRID3
* xyz 1 1
O 1.4746 -2.5554 -2.3359
Cl 3.1066 -3.9382 5.2123
H 1.6568 -5.9280 -4.4019
H 5.4453 -4.1314 5.1026
H 1.4473 3.5798 -1.3501
H -0.7990 -1.2573 -2.5250
H 4.2117 1.5136 -1.2108
H 4.5897 -5.0823 -4.6516
N -4.9298 1.0158 -1.1165
C -3.0058 0.9342 2.9734
C -1.2983 5.2099 6.2868
C 3.8005 -5.7284 -4.2759
H 0.6882 3.3107 3.4061
N -0.8415 -0.8366 -1.5889
C 0.9187 0.5193 -2.6119
H 4.7939 -1.9993 3.8963
H -5.7838 -4.5212 -4.0673
Cl 4.1621 3.9437 -4.9205
C -1.8275 0.2917 -1.5644
C -4.2464 1.5426 3.5667
O -0.2516 1.1080 -3.1872
H 0.4864 0.3118 -0.4256
H -0.6315 2.0678 -1.4125
H -4.9468 -1.0879 -1.4507
H -2.1021 5.1137 5.5616
H 1.9284 3.6554 -5.5677
H -3.8125 -0.5794 -0.2278
C -4.8721 -3.9297 -4.0123
C -1.1325 1.5085 -2.2047
H 1.3530 -2.5247 3.6618
H -3.9410 -5.0739 -5.5563
Cl 1.7700 0.1341 1.8812
Cl -2.6125 1.6305 1.3693
H -3.4806 0.4956 -3.0345
Cl -3.9697 3.2410 4.0077
H 2.1135 5.0110 -4.4539
C -0.0255 -2.1909 5.2918
H -5.0584 1.2201 -0.1337
Cl 0.4378 3.0892 1.0772
H 3.2408 2.7254 -0.4480
H -3.1418 -0.1372 2.8323
C 2.5316 4.5325 -5.3356
Cl 3.7634 -2.9992 2.0186
C 4.8996 -2.9605 3.3998
H 4.6536 -5.0592 3.8288
C 3.1938 1.7434 -0.9196
H -2.1499 1.0855 3.6194
H 2.1021 1.3614 3.8698
Cl -0.4305 3.6500 6.3558
H 1.2679 -0.2034 -3.3441
H -2.9766 -1.1731 -2.6670
O -2.0859 2.4000 -2.7660
H -0.9339 -2.6247 5.7010
C 0.5609 -0.2923 -1.3333
H 2.2381 -4.2750 -4.1938
O 3.1178 -1.4309 -0.7502
C -3.7114 -4.7171 -4.5542
C 4.6607 -4.1052 4.3489
Cl 2.3342 -4.9452 -6.4410
P 2.2235 1.9047 -2.4796
H -0.5906 5.9509 5.9193
C 0.6557 2.4573 2.7315
H 0.8401 -3.9754 4.5077
H -1.1120 -1.5930 -0.9601
Cl -0.3880 -0.5254 4.7681
C 1.9185 1.6454 2.8353
O 0.9866 -2.6123 0.1187
C -1.8194 5.6261 7.6374
H -5.0268 -3.0109 -4.5720
H -4.2642 1.7110 -1.4279
H -3.4818 -5.5763 -3.9298
C 2.5490 5.4673 -6.5173
Cl -2.2426 -3.7144 -4.6817
O 1.3470 3.3089 -2.2718
C 2.4390 -5.2273 -4.6825
Cl 3.3377 7.0172 -6.1336
Cl 4.1144 -7.3805 -4.8632
H 1.5278 5.6958 -6.8179
H 0.7109 -2.1244 6.0906
H -1.9924 0.5076 -0.5095
H 0.3526 -2.0851 0.6203
Cl -3.1375 4.5686 8.1985
H 3.2131 -1.3957 0.2153
H -0.2164 1.8606 2.9794
H -5.0934 1.5002 2.8857
C 0.5161 -3.0122 4.1484
H -2.2229 6.6353 7.5774
C -2.2808 3.4288 -2.0055
H -1.0340 5.6138 8.3887
H 5.9047 -3.0267 2.9882
N -2.5760 4.2629 -1.2449
Cl -4.6315 -3.5020 -2.2967
P 1.6290 -1.7902 -1.1099
C -3.1313 -0.1732 -2.2576
H 2.8049 1.0564 -0.1808
Cl -0.7385 -3.3225 2.9047
H 2.7834 2.1944 2.4717
H 3.0667 5.0271 -7.3656
H -4.5123 1.0072 4.4765
H 3.8685 -5.7595 -3.1894
C -4.2469 -0.2993 -1.1949
*
```

Kohn-Sham gap in eV: 8.5
Calculated total energy in eV: -261387.525
LUMO energy in eV: -2.6

=====

Below is C25H19F6NNiO4PSSb as an isolated structure, with properties calculated with wB97M-V/def2-TZVPD.

ORCA input file:
```
! wB97M-V def2-TZVPD RIJCOSX def2/J DEFGRID3
* xyz 1 2
F 1.7723 -1.1452 -3.2581
C -0.0254 2.4666 2.8936
F 0.9209 0.4726 -1.8738
C 0.2746 -4.7067 -1.8705
C -3.9111 -5.8359 3.4387
H 1.3283 -5.2173 -3.6598
Sb -1.0929 -3.8880 0.6879
H 2.2724 -6.2430 3.8038
C 0.7538 -4.1628 1.6167
C -1.0929 3.6169 1.0561
C -2.7626 -4.6683 1.6788
C -2.0938 -5.1977 -1.8641
C -5.1259 -5.5874 2.8182
C 3.2617 -4.7300 2.6439
C -0.0678 1.3126 2.1298
F 0.7521 -1.7131 -1.2617
H 0.0670 -5.7802 2.8843
H -2.4926 2.9149 -2.4772
S -1.9898 -1.6875 0.3442
O 0.2360 -0.9928 1.6138
C -3.9889 -4.4044 1.0662
C 2.1599 -5.4560 3.0697
C 1.8606 -3.4426 1.1766
C -5.1655 -4.8662 1.6323
H -1.8027 -5.5717 3.3948
C -0.9609 -4.6948 -1.2289
H -1.5097 4.5096 0.6109
H -6.0435 -5.9503 3.2624
H -0.6810 -6.1061 -4.7991
H -3.0557 -5.2155 -1.3656
C -0.5390 3.6281 2.3358
C 0.3703 -5.2132 -3.1571
O -1.6915 0.9967 -1.4130
C -1.6705 2.1311 -0.9843
C 0.4117 -0.0559 2.5516
H 1.7630 -2.6523 0.4523
Ni -0.2502 -0.3512 -0.0330
F 2.1875 -0.2994 -0.1913
C -1.9887 -5.7055 -3.1491
C 3.1117 -3.7280 1.6934
C -0.7589 -5.7093 -3.7951
H 3.9680 -3.1621 1.3505
H 1.1630 -4.3196 -1.3869
H -2.8650 -6.1008 -3.6460
H -4.0438 -3.8268 0.1498
C 0.9027 -5.1800 2.5538
N -0.5854 1.3216 0.9097
H 0.4011 2.4378 3.8867
O -2.1502 3.1869 -1.6112
H -6.1124 -4.6577 1.1516
F 3.0349 -1.9483 -1.5286
C -1.0974 2.4215 0.3682
P 2.0742 -0.7123 -1.7791
H 4.2414 -4.9487 3.0481
O 0.8874 -0.2896 3.6270
H -0.5177 4.5522 2.8987
H -3.8782 -6.3846 4.3708
C -2.7289 -5.3792 2.8733
F 3.2194 0.2818 -2.1644
*
```

⟨S²⟩: 1.21
Kohn-Sham gap (alpha / beta) in eV: 7.8 / 6.2
Calculated total energy in eV: -119922.272
LUMO energy (alpha / beta) in eV: -4.5 / -6.1

=====

Below is a 2-piece molecular cluster, C4H12S overall, with properties calculated with wB97M-V/def2-TZVPD.

ORCA input file:
```
! wB97M-V def2-TZVPD RIJCOSX def2/J DEFGRID3
* xyz 1 2
C 2.4066 -0.7517 0.6111
H -1.0212 1.5438 -1.8763
H 0.2464 -0.8090 1.0572
H -0.3115 1.5627 -0.2712
H 1.0349 0.7104 1.5098
C 1.1691 -0.3610 1.4272
H -1.8740 -0.2187 0.5231
H 1.2683 -0.7552 2.4348
H -1.9629 -1.1692 -2.5062
H 2.2103 -0.9136 -0.4517
H -2.9856 0.1007 -0.7666
H 2.8007 -1.6992 0.9576
C -1.2467 1.4693 -0.8081
S -1.0617 -1.0995 -1.5026
H 3.1928 -0.0097 0.7269
C -1.9291 0.1274 -0.5061
H -1.9362 2.2726 -0.5590
*
```

⟨S²⟩: 0.75
Kohn-Sham gap (alpha / beta) in eV: 11.0 / 6.0
Calculated total energy in eV: -15168.432
Energy relative to the best compared isomer or geometry (same formula, charge and spin) in kcal per mole: 15.28
LUMO energy (alpha / beta) in eV: -4.2 / -9.1

=====

Below is a 6-piece molecular cluster, C36H48BBrF15N4O12S overall in a non-equilibrium geometry, with properties calculated with wB97M-V/def2-TZVPD.

ORCA input file:
```
! wB97M-V def2-TZVPD RIJCOSX def2/J DEFGRID3
* xyz 1 1
F 1.4197 7.8776 -10.6024
H 2.2120 -1.6621 2.6029
H 0.5879 6.8848 -6.1165
C -1.2614 -10.3780 1.2323
C 9.6917 -1.7427 1.2371
O -8.3510 4.2450 3.9066
H -0.0344 -0.4179 -2.2636
N -2.6381 -2.5704 0.8529
C -4.9950 -2.9515 1.8685
H -2.6361 -3.9113 2.7519
H -2.1204 -10.9048 0.8138
C 2.1521 -7.5758 1.5208
F 1.9831 -7.5856 2.8609
H -7.2002 -0.0665 1.7618
C 3.0058 -2.0829 1.9029
H 5.5123 4.5897 -1.9469
C -2.1314 -3.2801 1.9781
H -6.3137 3.1728 4.7280
H -7.2489 -2.7546 2.1770
C -4.3288 -0.1848 4.2549
H -6.3685 5.6670 5.1255
H -4.2661 -3.3695 -0.2421
O 1.3679 -9.1694 -0.1291
B -1.9158 -1.0317 -1.2193
H -6.0302 2.9262 6.4439
O 3.7468 2.7806 -2.7638
O 7.2068 -0.1968 -0.0529
H 10.2545 0.1898 1.9791
C -10.1845 3.8546 5.4479
H 0.9509 4.7467 -7.4111
H -6.1430 5.3947 6.8456
C -0.6852 -2.9374 1.8775
H 1.8585 -3.7003 0.8065
C 2.9364 3.1210 -3.7769
F 9.3813 0.9193 -2.4688
F 7.2309 0.8644 -2.6134
C -6.2945 -0.6692 2.1006
C -6.5029 3.5911 5.7192
H 10.5921 -1.8980 0.6378
F 0.6446 3.6772 -4.1739
S -6.0934 -0.4720 3.9453
H 2.3199 7.1779 -6.1520
O -0.7313 6.7531 -8.1694
C 9.4288 -0.2629 1.4281
C -8.7234 3.9430 5.0070
C -4.1094 -2.6103 0.5964
F -10.3847 4.3756 6.6736
C 5.1571 2.7744 -3.0568
H 5.6244 2.1199 -2.3274
H -5.1327 -4.0755 1.9289
F 1.0458 1.7538 -3.2763
F 3.4134 -7.9678 1.2984
C -1.1715 -8.9722 0.6747
C 8.2497 1.1524 -1.7802
F 8.2040 2.4829 -1.5607
C 2.1892 -2.6268 0.6183
N -2.3245 0.8839 4.6990
C -2.0623 -0.4856 4.5801
Br 4.0318 -0.5015 1.2617
H 2.8703 -2.6631 -0.2901
F -10.6117 2.5750 5.4985
H 3.6448 -2.8765 2.3841
F 1.2706 3.5659 -2.1151
C -5.9268 4.9855 5.8556
H 6.8129 4.1573 -3.0766
H -0.4562 0.7895 0.3664
O -0.1016 -8.2453 1.3038
C -0.3820 1.1411 -0.7039
H 5.3491 2.3467 -4.0434
C 0.2363 7.3178 -8.5990
N -0.3545 -2.1367 0.7652
O -7.9092 3.5938 6.0159
C -0.9405 0.1067 -1.7962
H -0.8358 2.1704 -0.8760
H 1.9068 4.7475 -5.9233
O 1.4218 7.3799 -7.9706
H -4.5944 -2.5597 2.8489
C 5.7319 4.1710 -2.9323
C 1.1256 -8.4429 0.7917
H -3.7362 -0.5471 -1.8755
C -1.6186 -1.9105 0.1244
H 1.0246 -1.3056 -0.7106
H -0.3595 -10.9499 1.0048
C 0.2869 8.1049 -9.9086
O -3.2647 -1.0957 4.3430
N -3.6535 1.0314 4.5020
H 8.8678 -2.2235 0.7053
C 1.4965 6.7152 -6.6990
H 2.6724 5.0869 -7.4851
H 1.4931 -5.0115 4.2640
H 9.8193 -2.2392 2.2003
H -2.0917 -8.4286 0.8961
H -4.4240 -1.5909 0.2051
H -1.0538 -8.9772 -0.4113
O 3.3115 3.4142 -4.8795
H 5.2920 4.8451 -3.6705
H -1.0489 -0.9505 4.6871
C 0.2098 -3.5046 2.9903
C 1.7724 5.2371 -6.8837
C 1.4741 3.0353 -3.3374
O 9.3643 0.4076 0.1580
C -6.4097 -2.2042 1.6516
F -11.0129 4.5048 4.6160
H -5.3365 -0.2387 1.6494
H 0.7313 1.2776 -0.9260
F 2.0814 -6.2798 1.1361
H 8.5201 -0.0873 2.0084
O -3.1124 -1.2985 -1.9748
C 0.8814 -4.2578 3.6898
F -0.7314 7.8028 -10.7297
F 0.2284 9.4347 -9.6918
H -1.3579 -10.3536 2.3205
C 0.9822 -1.6144 0.3860
C 8.1834 0.3601 -0.4748
H 1.1470 -0.6538 0.9700
H -6.6521 -2.2410 0.5404
H -4.8457 4.9721 5.7078
H -1.4040 0.7066 -2.6439
*
```

Kohn-Sham gap in eV: 8.1
Calculated total energy in eV: -190947.307
Energy relative to the best compared isomer or geometry (same formula, charge and spin) in kcal per mole: 86.27
LUMO energy in eV: -4.1

=====

Below is an isolated ion of composition CH3O2S2 and charge -1 in a non-equilibrium geometry, with properties calculated with wB97M-V/def2-TZVPD.

ORCA input file:
```
! wB97M-V def2-TZVPD RIJCOSX def2/J DEFGRID3
* xyz -1 1
O 2.2252 -1.7536 0.8708
H 0.1595 0.8835 -0.4439
S 2.8536 1.2626 0.3423
S 2.0258 -0.3360 -0.1873
H -0.5481 -0.7440 -0.4215
H 0.0847 0.1732 1.0414
O 2.1622 -0.6966 -1.5876
C 0.2065 -0.0437 -0.0013
*
```

Kohn-Sham gap in eV: 7.9
Calculated total energy in eV: -26850.854
Energy relative to the best compared isomer or geometry (same formula, charge and spin) in kcal per mole: 47.08
LUMO energy in eV: 3.6
Structure (SMILES): CS(=O)(=O)[S-]

=====

Below is a 2-piece molecular cluster, C11H10N2O overall in a non-equilibrium geometry, with properties calculated with wB97M-V/def2-TZVPD.

ORCA input file:
```
! wB97M-V def2-TZVPD RIJCOSX def2/J DEFGRID3
* xyz 0 1
N 4.0610 -0.4862 -0.5516
C -3.1334 -1.1723 0.6863
H -3.8064 -2.0217 0.8579
C -2.8993 -0.3544 1.7880
C -2.0860 0.7723 1.8711
C 2.9986 1.2249 -1.5704
H -3.4231 -0.6346 2.7104
H -0.7188 2.2312 1.1813
C -1.3010 1.3525 0.8776
C -2.6332 -1.0499 -0.6071
H 2.8109 2.1046 -2.1729
C 4.2616 0.5761 -1.3732
C -1.7583 -0.0930 -1.1157
C 2.1049 -1.4890 0.6145
N 2.0532 0.5474 -0.8664
C 2.7158 -0.4830 -0.2578
H -2.9757 -1.8084 -1.3224
C -1.1496 0.9658 -0.4500
H 1.0112 -1.2888 0.7098
H 5.2168 0.8706 -1.7984
H -2.0559 1.2665 2.8505
H -1.5041 -0.1926 -2.1783
O 2.6769 -2.4150 1.1665
H -0.4663 1.5771 -1.0500
*
```

Kohn-Sham gap in eV: 3.6
Calculated total energy in eV: -16592.541
Energy relative to the best compared isomer or geometry (same formula, charge and spin) in kcal per mole: 93.20
LUMO energy in eV: -2.8

=====

Below is a 2-piece molecular cluster, C4H8O2 overall, with properties calculated with wB97M-V/def2-TZVPD.

ORCA input file:
```
! wB97M-V def2-TZVPD RIJCOSX def2/J DEFGRID3
* xyz 0 1
H -0.9979 1.9806 0.9028
H 2.6754 0.2390 0.8513
C -1.0241 -0.1742 0.6191
H -1.0406 -0.6762 -3.1431
C -0.4128 1.2034 0.4042
H -1.0477 -0.4019 1.6937
H -0.7587 -0.7549 -2.4580
O 0.8926 1.2541 0.9546
O -0.2594 -1.1602 -0.0551
C 1.6163 0.1330 0.6512
H 1.6772 -1.8495 -0.1172
H -0.3668 1.4180 -0.6727
C 1.0846 -0.9850 0.1545
H -2.0383 -0.2262 0.2148
*
```

Kohn-Sham gap in eV: 9.4
Calculated total energy in eV: -8370.449
Energy relative to the best compared isomer or geometry (same formula, charge and spin) in kcal per mole: 65.31
LUMO energy in eV: 1.1
Structure (SMILES): C1=COCCO1.[H][H]

=====

Q: Among the records above, which one has the highest calculated total energy?
A: C4H8O2

=====

Q: Which of these has the lowest calculated total energy?
A: C24H50Cl16N3O6P2